The following is a DFT calculation (ωB97M-V with the def2-TZVPD basis set) of C20H26GeIrN4O2S4Se as an isolated structure.

Element x y z (Å)
Ir 0.551370 0.061574 -0.263838
Se -1.309281 -0.331237 -1.730870
Ge -0.336627 1.533980 -4.598954
S 1.843582 -2.052409 -3.246006
S 3.527087 0.525762 -0.547587
S -1.457541 -3.231703 2.409015
S 0.361618 -2.157817 0.247439
O 3.593411 -0.236976 0.668949
O 3.374191 1.949900 -0.407520
N -1.378908 -0.746242 1.820847
N 2.267384 -0.122976 -1.434888
N 0.293927 2.191053 -0.315874
N -0.810138 0.311847 1.164050
C -0.862389 -1.893834 1.471374
C 0.915697 3.121810 -1.029727
C -0.150365 4.881621 0.182431
C 6.227585 -0.677382 -3.872527
C 1.612441 1.641204 -4.594140
C 4.893607 -1.055787 -3.805901
C -1.149952 1.513594 1.463106
C -0.989184 1.168535 -6.399437
C 4.749099 0.129801 -1.732787
C 2.701535 -0.895334 -2.452396
C 6.073239 0.514229 -1.772954
C -0.800521 3.915217 0.942217
C -1.158464 3.186501 -3.944062
C -0.942976 -0.088306 -3.617453
C 6.812700 0.093057 -2.870798
C 4.148490 -0.639073 -2.716037
C -0.544335 2.583772 0.681284
C -2.552939 1.143313 -1.497844
C -1.141795 -4.655168 1.344387
C 0.720523 4.479474 -0.808658
H 7.857004 0.363580 -2.945288
H -1.715192 -4.577201 0.425029
H 1.922641 2.396516 -5.317102
H -0.606300 1.908589 -7.101775
H -2.065628 2.111953 -1.479752
H -0.817756 4.012552 -4.570128
H -0.658506 0.184083 -6.731489
H -2.245820 3.145563 -4.010988
H -0.879857 3.415984 -2.917834
H 2.042842 0.683449 -4.887057
H -3.123205 0.961844 -0.590352
H 6.825864 -0.984235 -4.719778
H 4.432685 -1.659223 -4.576192
H 2.024502 1.910361 -3.624491
H 1.262246 5.195429 -1.409492
H -1.483177 4.189420 1.734080
H -1.493596 -5.510568 1.918539
H -0.232422 -0.888858 -3.822880
H -1.907456 -0.389005 -4.039432
H 6.514020 1.111532 -0.986921
H -0.084343 -4.788387 1.135549
H -2.078291 1.197174 -6.431442
H -1.848807 1.704683 2.268392
H -0.321488 5.931627 0.376305
H -3.212989 1.077228 -2.361159
H 1.591662 2.766904 -1.788169

Forces on atoms 1 to 3 (eV/Å):
Ir -0.5 -0.3 -0.6
Se 0.2 0.0 0.0
Ge 0.0 0.1 0.0

**M**: 826.509 g mol⁻¹
**Orbital gap**: 6.327 eV
**Energy relative to the best compared isomer or geometry (same formula, charge and spin)**: 2.089 eV
**Net charge**: +1

---

The following is a DFT calculation (ωB97M-V with the def2-TZVPD basis set) of C20H26N2O4 in the gas phase.

Element x y z (Å)
O 2.668678 -0.739605 -3.968514
O 2.800696 -2.703525 -2.292393
O 1.394848 -0.361911 3.839374
O -3.239814 2.321926 0.005833
N -2.157067 2.092403 2.458319
N -1.519405 1.229472 -0.983208
C -1.977276 2.453441 4.872855
C 1.498826 -1.058888 -3.348934
C -0.546757 0.856544 3.321548
C -2.199403 1.680833 0.090114
C -2.129799 -0.018186 -3.008387
C 0.293458 -0.410248 -3.540671
C 1.529666 0.353954 0.602940
C 0.076961 0.256190 5.709836
C -0.587313 0.620571 1.911071
C -1.601669 1.411162 1.405737
C -0.856480 -0.803809 -2.855735
C 2.670767 0.323865 -4.885848
C -1.990637 1.358951 -2.339057
C 2.947245 -3.745684 -1.360456
C -0.779123 -1.873110 -1.985026
C 0.395799 0.210073 4.231254
C 1.570409 -2.139743 -2.439368
C 0.285062 -0.336675 1.168327
C 0.423008 -2.539493 -1.779684
C -1.551898 1.784329 3.614616
H -1.660034 -2.200646 -1.452440
H 2.079170 -0.327808 -0.042118
H 2.342962 -4.618105 -1.631339
H 4.001251 -4.017048 -1.388036
H -2.417781 1.743452 5.571121
H 0.448764 -3.366443 -1.088679
H -0.281878 -0.815530 0.366026
H 0.225739 0.417172 -4.229419
H -2.366903 0.131323 -4.063195
H 0.229777 1.262685 6.090836
H 1.995423 0.134071 -5.727145
H 2.176184 0.655714 1.422453
H 3.692953 0.390905 -5.254779
H -1.284123 1.975345 -2.907067
H -0.952548 -0.037357 5.893030
H 2.683797 -3.421268 -0.348083
H -2.721253 3.214541 4.645898
H -2.954200 1.871086 -2.298237
H 0.616098 -1.114087 1.857231
H -0.670346 0.705496 -0.852689
H 1.266539 1.240570 0.027823
H 2.397836 1.271091 -4.407805
H -2.928708 2.728817 2.315899
H -2.952996 -0.561301 -2.542746
H 0.749582 -0.419230 6.233280
H -1.134089 2.933718 5.365636

Forces on atoms 1 to 3 (eV/Å):
O -0.2 -0.3 0.3
O -0.2 0.3 -0.3
O 0.1 0.0 0.0

**M**: 358.438 g mol⁻¹
**Orbital gap**: 8.874 eV
**Structure (SMILES)**: CCc1c(C(=O)NCCc2ccc(OC)c(OC)c2)[nH]c(C)c1C(C)=O
**Energy relative to the best compared isomer or geometry (same formula, charge and spin)**: 1.535 eV
**Net charge**: 0

---

The following is a DFT calculation (ωB97M-V with the def2-TZVPD basis set) of C20H26N3OPtSSi as an isolated structure at a distorted geometry.

Element x y z (Å)
Pt 0.468585 -0.286056 0.470020
S 2.867850 -0.331759 0.186226
Si -1.671354 -1.211277 0.127913
O 1.307034 -2.698324 0.041002
N 4.712315 1.590450 0.431535
N 2.714959 2.440213 0.371030
N 0.465720 1.806621 0.911952
C 4.855269 2.967870 0.488645
C -4.385633 -1.124879 1.012228
C -0.441889 4.268208 0.009196
C -1.296447 3.429701 0.695615
C -5.848020 0.779023 0.818585
C 1.443493 -3.477378 -0.893692
C -1.726435 -2.932846 0.855956
C -0.812341 2.207451 1.110072
C -4.775567 1.548360 0.384120
C -1.616025 -1.206303 -1.755716
C 3.407361 1.255025 0.355277
C 5.796227 0.614544 0.439368
C 1.883149 -3.004580 -2.253600
C 0.880625 3.894608 -0.155220
C -3.295631 -0.374189 0.556494
C 1.314049 2.681665 0.351920
C 3.633529 3.502048 0.452117
C 1.144332 -4.932752 -0.713693
C -3.519551 0.972824 0.250445
C -5.650417 -0.557308 1.134531
H -0.728485 -3.343320 1.019848
H 6.740051 1.146306 0.512788
H -2.114394 -0.307663 -2.123302
H 1.101546 -2.374091 -2.679350
H 5.683113 -0.058467 1.285945
H 1.848144 -5.554039 -1.267243
H -2.151867 -2.080970 -2.144531
H -6.482424 -1.163321 1.473508
H -1.442307 1.504525 1.628090
H 5.818392 3.444133 0.553441
H 1.574151 4.541812 -0.670562
H -2.323724 3.699098 0.897750
H -4.260869 -2.170349 1.269273
H 2.774801 -2.385065 -2.147669
H -0.789333 5.214186 -0.385684
H -6.833489 1.219109 0.907308
H 3.327956 4.528692 0.530861
H -0.603141 -1.222409 -2.164524
H 1.143356 -5.205953 0.338685
H 0.145262 -5.115983 -1.124624
H 2.079900 -3.830619 -2.933596
H -2.239778 -2.912002 1.818857
H -2.700941 1.580463 -0.120985
H -4.924422 2.594907 0.142459
H 5.774868 0.026075 -0.475082
H -2.271552 -3.595997 0.176038

Forces on atoms 1 to 3 (eV/Å):
Pt 1.2 -1.0 -0.2
S 0.5 0.5 0.1
Si -0.3 1.0 0.2

**M**: 579.679 g mol⁻¹
**Orbital gap**: 6.747 eV
**Energy relative to the best compared isomer or geometry (same formula, charge and spin)**: 0.584 eV
**Net charge**: +1

---

The following is a DFT calculation (ωB97M-V with the def2-TZVPD basis set) of C20H26N4OS in the gas phase at a distorted geometry.

Element x y z (Å)
S -4.856559 2.858758 -0.592970
O 2.613642 2.704191 1.403549
N -2.381031 2.172931 -0.015714
N 2.322379 -0.273267 -1.736529
N -3.961828 0.580324 0.051314
N 3.702572 1.278131 -0.095751
C 3.471167 0.208822 -1.074324
C 1.093112 0.426948 -1.117821
C -4.916478 -2.272605 0.461248
C -5.326880 0.085007 -0.185143
C -5.329910 -1.312453 -0.461807
C -3.664421 1.982176 -0.053843
C 1.105215 1.693811 -0.144834
C 5.326214 0.344030 1.371798
C 4.635894 -0.454046 -1.270543
C -1.255362 0.800410 -1.475849
C -2.575690 -1.629380 0.614377
C 4.786364 1.380368 0.530814
C -3.571317 -2.726142 0.837428
C 6.017594 -0.588936 0.748535
C 2.588758 1.861159 0.438478
C -3.235269 -0.191492 1.262526
C -1.276627 1.757617 -0.418303
C 5.331178 -1.472244 -0.314739
C 0.019248 2.052992 0.243875
C -0.162692 0.047897 -1.598638
H -3.376966 -2.899065 1.738060
H -2.385843 3.294845 0.196041
H 6.209669 0.711644 2.097700
H 5.867397 -2.111172 -1.031747
H -2.311213 0.508820 1.499253
H -5.908872 0.293979 0.862167
H 5.422194 1.872416 -0.363587
H -3.829976 -0.403719 1.878023
H 6.836991 -0.111716 0.008864
H -5.834711 0.828396 -0.705995
H -6.305268 -1.368336 -1.214306
H -0.078322 2.948940 0.922868
H -1.619312 -1.722607 1.109506
H 4.807929 2.326045 1.129870
H -3.287766 -3.493129 0.181797
H 4.294915 -1.026061 -2.373474
H 4.472998 -1.859940 0.012646
H -0.044984 -0.546428 -2.732420
H 5.270896 0.369473 -1.787527
H 6.635736 -1.300155 1.080011
H -2.399074 -1.212440 -0.548450
H -5.466158 -2.204734 1.448218
H -4.662054 -1.438310 -1.229895
H 4.753176 -0.230368 1.952167
H -5.431873 -3.298285 0.267458
H -2.128793 0.756919 -1.804358

Forces on atoms 1 to 3 (eV/Å):
S -1.7 3.8 -0.5
O 0.9 -2.9 -2.7
N -3.5 11.2 4.7

**M**: 370.522 g mol⁻¹
**Orbital gap**: 7.360 eV
**Structure (SMILES)**: O=c1c2cc(NC(=S)N3CCCCCC3)ccc2nc2n1CCCCC2
**Energy relative to the best compared isomer or geometry (same formula, charge and spin)**: 18.944 eV
**Net charge**: 0